[1]
Computed, not measured: an isolated ion of composition C5H13N2O and charge -1 in a non-equilibrium geometry, with ωB97M-V/def2-TZVPD.

```
21
Properties=species:S:1:pos:R:3:forces:R:3:mulliken_charge:R:1
C 0.048 -0.438 -0.985 0.79 1.50 2.16 -0.631
N 1.114 -1.413 -1.044 -0.96 -1.32 -0.90 -0.510
C 0.629 -2.649 -1.875 -0.13 -0.20 -0.27 -0.361
O -0.490 -2.475 -2.561 0.16 0.07 0.21 -0.852
C 0.300 0.390 0.351 -1.19 1.31 -1.01 0.195
C -1.072 0.682 1.029 -0.11 0.09 0.77 -0.647
C -1.035 1.617 2.278 0.21 -1.19 -0.24 -1.060
N 1.011 1.653 0.035 0.64 -0.66 0.15 -0.602
H -0.033 0.266 -1.819 0.43 0.23 -0.17 0.188
H -0.982 -0.791 -0.949 0.44 -1.05 0.09 0.451
H 1.942 -1.042 -1.487 -0.21 0.31 -0.14 0.285
H 1.497 -2.913 -2.533 0.33 0.12 0.14 0.201
H 0.586 -3.478 -1.121 -0.08 0.10 0.06 0.158
H 0.971 -0.129 1.042 -0.29 -0.31 -0.26 0.198
H -1.554 -0.259 1.310 0.11 -0.10 -0.07 0.408
H -1.743 1.130 0.295 0.09 0.10 -0.26 0.334
H -1.993 2.094 2.500 0.28 0.54 -0.51 0.313
H -0.164 2.253 2.160 -0.47 0.83 0.18 0.228
H -0.854 1.079 3.205 0.27 -0.52 0.05 0.284
H 1.175 2.185 0.872 0.09 0.34 -0.08 0.213
H 0.645 2.237 -0.702 -0.41 -0.21 0.08 0.206
```
Forces are in eV/Å.

ΔE to the lowest compared entry with this formula, charge and spin   1.316 eV
HOMO level   -2.23 eV
Total charge   -1
LUMO energy   0.12981 Ha

[2]
Computed, not measured: C20H24FO2 as an isolated structure in a non-equilibrium geometry, with ωB97M-V/def2-TZVPD.

```
47
Properties=species:S:1:pos:R:3:forces:R:3:mulliken_charge:R:1
C 2.855 2.492 -1.272 -0.09 0.27 0.41 -0.821
C 1.773 1.740 -1.949 -0.76 -0.07 1.71 -0.065
O 0.598 1.652 -0.585 1.18 0.45 -1.30 -0.389
C -0.465 1.001 -0.773 -0.16 -0.46 -1.08 -0.002
C -0.519 -0.512 -0.701 -0.16 0.86 -1.14 0.733
C -1.760 -0.948 -1.446 -0.41 -0.64 -0.56 -1.676
O -1.564 1.609 -1.120 1.18 0.21 1.21 -0.211
C -1.540 3.090 -0.996 -0.44 0.08 -0.23 -0.045
C -2.791 3.553 -1.695 -0.07 0.33 -0.28 -1.233
H 3.726 2.644 -1.920 -0.25 -0.16 -0.17 0.415
H 2.476 3.476 -0.974 0.20 -0.19 -0.06 0.270
H 3.186 1.946 -0.383 -0.04 0.09 -0.20 0.109
H 1.150 2.287 -2.652 0.10 -0.25 -0.08 0.365
H 1.953 0.682 -2.147 -0.19 0.23 -0.05 0.284
H 0.402 -0.891 -1.175 -0.19 0.14 0.18 0.408
H -1.762 -2.027 -1.621 0.04 0.19 0.11 0.389
H -2.641 -0.703 -0.839 0.09 -0.05 -0.34 0.367
H -1.833 -0.455 -2.423 -0.08 -0.13 0.26 0.432
H -1.536 3.334 0.075 0.10 -0.22 -0.30 0.293
H -0.631 3.477 -1.474 -0.29 -0.17 0.24 0.208
H -2.979 4.601 -1.440 -0.01 -0.19 -0.03 0.408
H -2.652 3.503 -2.782 -0.16 -0.07 0.22 0.327
H -3.666 2.954 -1.414 0.26 0.18 0.01 0.334
F 1.517 -5.231 -0.143 -1.03 0.58 0.59 -0.311
C 0.384 -4.539 0.222 0.40 -0.29 -0.13 0.265
C -0.859 -5.114 -0.014 -0.09 0.09 0.21 -0.723
C -1.998 -4.404 0.391 0.23 -0.09 0.06 -0.398
C -1.875 -3.088 0.827 0.23 0.24 -0.26 -0.602
C -0.615 -2.460 0.840 -0.35 -0.04 0.27 -0.302
C -0.566 -0.922 0.752 0.26 -0.63 2.37 0.463
C 0.539 -0.233 1.567 -0.57 -0.46 -0.12 0.127
C 0.180 0.689 2.553 0.15 0.19 -0.26 -0.152
C 1.148 1.540 3.089 0.07 -0.07 0.11 -0.768
C 2.491 1.381 2.731 -0.08 0.05 -0.09 -0.413
C 2.860 0.358 1.852 -0.11 -0.12 -0.05 -1.419
C 1.878 -0.435 1.254 0.38 0.34 0.09 -0.070
C 0.530 -3.258 0.753 -0.12 -0.14 -0.72 -0.522
H -0.933 -6.100 -0.467 0.07 0.19 0.17 0.471
H -2.988 -4.863 0.327 0.39 0.11 0.00 0.383
H -2.758 -2.511 1.124 0.26 -0.20 -0.35 0.400
H -1.531 -0.551 1.138 0.24 -0.12 -0.02 0.853
H -0.870 0.755 2.857 0.37 0.16 -0.13 0.428
H 0.849 2.333 3.784 0.19 -0.39 -0.21 0.410
H 3.251 2.061 3.122 -0.27 -0.29 -0.02 0.420
H 3.909 0.171 1.609 -0.30 0.18 0.13 0.464
H 2.158 -1.194 0.519 0.02 0.45 0.18 0.437
H 1.516 -2.891 1.022 -0.20 -0.14 -0.39 0.659
```
Forces are in eV/Å.

ΔE to the lowest compared entry with this formula, charge and spin   0.000 eV
HOMO level   -11.66 eV
Total charge   +1
LUMO energy   -0.16038 Ha

[3]
Computed, not measured: a 12-piece molecular cluster, C48H60F36O24 overall in a non-equilibrium geometry, with ωB97M-V/def2-TZVPD.

```
168
Properties=species:S:1:pos:R:3:forces:R:3:mulliken_charge:R:1
C -7.023 -27.373 -10.104 -0.36 0.10 -0.06 -1.293
C -6.885 -28.676 -9.362 0.51 -0.40 -1.14 0.311
O -6.050 -28.347 -8.220 1.45 -2.32 1.79 -0.239
C -5.340 -29.367 -7.511 -0.99 -0.66 -2.47 0.182
O -5.387 -30.561 -7.726 0.06 2.35 0.21 -0.409
C -4.463 -28.783 -6.355 -1.34 0.40 0.36 0.831
F -4.612 -27.450 -6.342 1.04 -0.52 0.12 -0.255
F -5.091 -29.239 -5.230 1.27 0.07 -0.54 -0.236
F -3.136 -29.142 -6.358 -2.14 0.55 -0.03 -0.094
H -7.485 -26.643 -9.439 0.38 0.37 -0.22 0.346
H -7.624 -27.441 -11.011 -0.34 -0.37 0.16 0.405
H -6.039 -27.131 -10.505 -0.01 0.56 0.50 0.275
H -6.388 -29.320 -10.088 0.58 -0.46 0.48 -0.153
H -7.811 -29.209 -9.148 -0.02 0.37 0.78 0.342
C -1.026 -36.752 -10.836 0.73 -0.96 -1.13 -1.531
C -0.560 -35.406 -10.355 -1.04 -0.75 -2.01 0.220
O 0.391 -35.489 -9.330 1.84 0.43 1.12 -0.070
C 1.679 -35.880 -9.513 -0.58 -1.59 -3.65 -0.035
O 2.176 -36.391 -10.529 -1.75 1.90 2.59 -0.562
C 2.521 -35.891 -8.249 -1.55 1.29 0.22 1.131
F 2.081 -35.035 -7.285 -0.29 -0.78 -0.15 -0.125
F 2.494 -37.141 -7.838 0.01 -0.83 1.10 -0.273
F 3.722 -35.539 -8.515 2.06 0.27 -0.58 -0.232
H -0.443 -37.026 -11.715 0.52 -0.28 0.21 0.366
H -2.002 -36.690 -11.318 -0.47 -0.16 0.89 0.401
H -0.842 -37.528 -10.094 -0.76 -0.08 0.00 0.332
H -1.473 -34.900 -10.040 0.67 0.60 0.73 0.291
H -0.201 -34.983 -11.293 0.52 0.94 0.56 0.093
C 4.379 -36.699 -2.898 0.66 0.94 -1.31 -1.220
C 4.490 -35.794 -4.183 -1.36 0.30 -0.51 1.117
O 5.784 -35.707 -4.782 2.49 -0.76 -0.05 -0.321
C 6.066 -35.099 -5.937 -2.74 1.59 0.68 0.524
O 5.251 -34.440 -6.559 1.38 -0.96 0.44 -0.535
C 7.555 -35.137 -6.354 0.18 0.76 -1.66 0.784
F 7.627 -35.466 -7.688 -0.17 0.25 1.35 -0.260
F 8.147 -33.904 -6.242 -0.84 -1.13 0.14 -0.224
F 8.255 -36.001 -5.675 0.45 -0.45 0.42 -0.239
H 3.737 -37.566 -3.053 -0.12 0.26 -0.04 0.323
H 3.997 -36.018 -2.138 -0.03 -0.50 0.25 0.286
H 5.354 -37.084 -2.601 0.04 0.21 0.02 0.336
H 4.144 -34.784 -3.962 0.37 0.04 0.24 -0.510
H 3.828 -36.075 -5.002 -0.23 -0.51 0.17 0.022
C -1.625 -30.488 -1.963 0.74 1.04 0.32 -0.823
C -1.474 -31.961 -2.215 -1.48 -0.73 -0.33 0.242
O -0.402 -32.535 -1.449 0.76 -0.84 1.02 -0.104
C -0.698 -33.052 -0.237 -1.32 0.23 0.18 0.224
O -1.786 -32.954 0.301 2.13 -0.47 -0.53 -0.541
C 0.560 -33.837 0.438 -0.18 1.55 -0.06 0.853
F 1.014 -33.055 1.520 -0.54 -1.40 -1.97 -0.271
F 0.204 -35.032 0.912 0.21 0.85 -0.31 -0.243
F 1.549 -33.988 -0.477 -0.77 0.14 1.29 -0.221
H -1.040 -29.916 -2.683 0.06 0.06 -0.02 0.008
H -1.216 -30.251 -0.981 0.14 -0.06 0.10 0.307
H -2.609 -30.021 -1.929 -0.30 -0.70 -0.33 0.356
H -1.302 -32.230 -3.257 0.62 0.28 0.14 -0.352
H -2.390 -32.513 -2.007 0.00 0.08 0.49 0.548
C -2.648 -31.416 -11.829 -0.20 -1.19 -0.20 -0.513
C -3.772 -30.455 -11.730 -0.46 0.63 2.11 0.331
O -4.319 -30.179 -13.001 0.68 -3.38 -1.61 -0.372
C -4.968 -29.122 -13.257 -0.28 2.75 0.73 0.485
O -4.993 -28.214 -12.486 -0.79 1.62 1.07 -0.558
C -5.631 -28.869 -14.632 0.67 -1.91 1.90 0.824
F -6.966 -28.836 -14.464 0.55 0.00 -0.65 -0.234
F -5.199 -27.692 -15.050 -0.26 -0.50 -0.95 -0.219
F -5.270 -29.933 -15.388 -0.64 1.22 -0.88 -0.245
H -2.015 -31.372 -10.943 0.33 0.35 -0.33 -0.176
H -2.155 -31.341 -12.798 0.46 0.04 0.35 0.394
H -3.122 -32.394 -11.747 0.36 -0.35 -0.44 0.282
H -3.530 -29.573 -11.137 0.13 0.48 -0.72 0.330
H -4.513 -30.943 -11.097 -0.60 0.15 -0.27 -0.396
C -1.165 -28.539 -9.402 -0.39 0.31 1.00 -0.470
C 0.205 -27.875 -9.143 0.70 -1.03 -0.71 -0.369
O 0.716 -27.972 -7.768 -0.88 0.75 0.52 -0.135
C 0.406 -26.974 -6.889 0.15 0.79 -1.52 0.150
O -0.276 -25.988 -7.083 1.08 -1.89 0.21 -0.580
C 1.068 -27.265 -5.493 0.05 1.48 -1.78 0.968
F 0.173 -28.030 -4.924 -0.83 -0.53 1.75 -0.216
F 2.217 -27.943 -5.509 -0.08 0.60 -0.01 -0.235
F 1.230 -26.057 -4.871 -0.05 -1.74 -0.08 -0.258
H -1.970 -28.007 -8.894 -0.12 0.21 -0.29 0.463
H -1.252 -29.559 -9.028 0.72 -0.04 0.63 -0.263
H -1.432 -28.755 -10.436 0.40 0.97 -0.34 0.462
H 0.451 -26.874 -9.497 -1.10 0.26 0.15 0.428
H 0.897 -28.466 -9.744 0.40 -0.25 0.43 0.017
C -8.508 -35.421 -3.559 1.82 0.17 1.12 -1.144
C -7.588 -34.173 -3.400 -1.84 -0.35 -0.96 -0.207
O -6.222 -34.501 -3.733 0.70 0.60 -0.40 -0.256
C -5.500 -33.631 -4.503 -2.57 1.21 0.72 0.358
O -5.991 -32.652 -5.048 2.08 -2.16 0.96 -0.539
C -3.988 -34.075 -4.504 -0.38 -0.77 1.01 0.916
F -3.578 -34.750 -3.351 -1.17 0.35 -1.84 -0.298
F -3.799 -34.801 -5.602 0.09 -0.74 0.23 -0.197
F -3.179 -33.064 -4.571 0.50 1.60 -0.22 -0.222
H -9.537 -35.171 -3.300 0.03 0.06 -0.48 0.392
H -8.171 -36.144 -2.815 -0.13 -0.28 -0.02 0.301
H -8.332 -35.872 -4.535 -0.50 0.19 -0.07 0.257
H -7.668 -33.744 -2.401 0.49 -0.22 0.08 0.353
H -8.052 -33.455 -4.076 0.82 0.36 -0.18 0.238
C -8.005 -37.987 -10.058 0.16 0.24 0.25 -1.234
C -7.750 -36.764 -9.148 -0.96 -0.38 -0.34 -0.174
O -6.784 -35.861 -9.766 0.33 1.24 -0.53 -0.212
C -6.576 -34.606 -9.259 -2.48 -3.00 3.35 -0.141
O -6.994 -34.271 -8.162 0.64 -0.20 -1.90 -0.563
C -5.797 -33.627 -10.060 2.32 -0.45 0.66 1.405
F -6.598 -32.653 -10.371 -0.38 1.43 -0.31 -0.216
F -4.732 -33.242 -9.306 -0.74 0.90 0.74 -0.170
F -5.170 -34.058 -11.123 -0.40 -1.02 -2.02 -0.292
H -7.103 -38.519 -10.358 -0.07 0.13 -0.08 0.323
H -8.630 -37.719 -10.911 0.57 0.37 -0.34 0.322
H -8.678 -38.696 -9.576 0.29 -0.02 0.63 0.387
H -7.495 -36.999 -8.115 0.52 -0.06 -0.22 0.301
H -8.747 -36.326 -9.101 0.25 0.83 0.15 0.283
C 4.115 -27.747 -11.511 -0.81 1.52 -0.36 -1.206
C 4.217 -29.213 -11.623 1.59 -1.63 0.56 -0.129
O 2.969 -29.880 -11.469 -3.23 -2.26 0.32 -0.176
C 2.835 -31.280 -11.385 5.68 1.04 -0.52 0.036
O 3.817 -32.029 -11.299 -3.15 1.88 -0.11 -0.556
C 1.434 -31.841 -11.538 0.07 -1.16 0.88 1.103
F 1.311 -32.572 -12.659 0.06 0.68 0.35 -0.275
F 1.193 -32.683 -10.496 0.33 0.13 -0.50 -0.184
F 0.522 -30.912 -11.471 -0.90 0.83 -0.47 -0.132
H 3.886 -27.372 -10.514 -0.63 -0.32 0.00 0.225
H 3.420 -27.416 -12.283 -0.41 0.39 0.34 0.341
H 5.015 -27.169 -11.722 0.50 -0.77 -0.29 0.419
H 4.844 -29.563 -10.803 0.46 -0.36 -0.40 0.302
H 4.560 -29.522 -12.610 0.55 0.02 0.17 0.288
C 6.077 -31.200 -5.762 -0.18 -0.12 -0.42 -0.932
C 5.482 -29.852 -6.142 -0.41 -1.32 1.60 0.184
O 6.558 -28.902 -5.988 0.91 1.33 -1.18 -0.278
C 6.791 -27.985 -6.937 -4.18 -0.14 -2.73 0.417
O 6.006 -27.781 -7.908 3.13 -0.53 3.18 -0.585
C 8.045 -27.094 -6.741 0.85 -1.31 -0.17 0.811
F 8.724 -27.028 -7.917 -0.67 0.23 0.90 -0.247
F 7.710 -25.878 -6.337 0.06 -0.04 -0.15 -0.224
F 8.884 -27.649 -5.836 -0.47 0.51 -0.38 -0.239
H 5.295 -31.959 -5.751 -0.05 -0.02 -0.46 0.056
H 6.488 -31.263 -4.754 0.33 0.49 -0.13 0.321
H 6.815 -31.424 -6.532 0.15 -0.48 0.31 0.405
H 4.742 -29.642 -5.369 -0.07 0.65 -0.21 -0.049
H 4.964 -29.953 -7.096 0.57 0.79 -0.20 0.356
C 2.185 -29.285 -1.604 0.40 0.39 -1.15 -1.002
C 2.350 -30.538 -0.761 -1.12 0.71 0.10 0.386
O 3.678 -30.515 -0.205 1.28 0.03 0.71 -0.374
C 4.582 -31.495 -0.352 -2.18 -1.47 -2.20 0.554
O 4.361 -32.525 -0.962 0.61 1.10 0.96 -0.568
C 5.969 -31.199 0.235 -0.37 -0.46 -0.23 0.745
F 6.014 -31.838 1.451 0.66 0.90 -1.32 -0.237
F 6.939 -31.671 -0.614 -1.11 0.52 1.56 -0.215
F 6.111 -29.883 0.366 0.63 -0.41 0.46 -0.222
H 3.037 -29.283 -2.284 0.07 0.33 -0.16 0.266
H 2.115 -28.300 -1.142 0.53 -0.33 0.81 0.410
H 1.311 -29.235 -2.253 -0.20 -0.82 0.08 -0.038
H 2.092 -31.428 -1.334 0.58 -0.07 0.12 0.040
H 1.648 -30.455 0.069 0.23 -0.39 0.30 0.268
C -1.546 -31.956 -7.442 0.49 -0.92 2.36 -0.200
C -0.119 -32.551 -7.685 -2.56 1.56 -2.04 0.488
O 0.857 -32.081 -6.799 1.39 0.02 2.34 0.004
C 0.905 -32.589 -5.542 -2.30 -2.52 -0.65 0.077
O 0.100 -33.429 -5.131 2.20 2.03 -0.47 -0.708
C 2.040 -31.970 -4.656 0.19 -1.01 -0.42 0.959
F 1.433 -31.281 -3.716 -0.31 0.43 0.77 -0.227
F 2.892 -32.858 -4.024 -1.38 1.06 -1.29 -0.232
F 2.739 -31.136 -5.407 0.66 0.07 0.13 -0.158
H -1.597 -30.890 -7.221 0.47 0.18 -0.79 -0.064
H -1.823 -32.337 -6.459 -0.59 -0.36 -0.08 -0.103
H -2.309 -32.269 -8.155 0.29 0.02 -0.15 0.292
H 0.093 -32.030 -8.619 0.91 -0.65 -0.07 -0.408
H -0.159 -33.630 -7.834 0.31 0.12 0.39 0.260
```
Forces are in eV/Å.

ΔE to the lowest compared entry with this formula, charge and spin   1.178 eV
HOMO level   -11.10 eV
Total charge   0
LUMO energy   0.00815 Ha

[4]
Computed, not measured: C5H6OS2 as an isolated structure in a non-equilibrium geometry, with ωB97M-V/def2-TZVPD.

```
14
Properties=species:S:1:pos:R:3:forces:R:3:mulliken_charge:R:1
C -0.335 2.187 0.071 -2.66 2.13 0.12 -0.919
C -0.156 0.674 -0.057 2.60 0.92 -0.10 0.668
C 1.141 -0.085 -0.050 0.03 1.59 -0.19 -0.173
C 0.776 -1.338 -0.029 -0.77 -4.57 0.77 -0.206
C -1.070 -0.309 -0.099 -0.99 -0.29 0.56 0.065
H -1.567 2.299 0.645 3.92 -0.03 -2.06 0.249
H 0.411 2.724 0.822 -1.43 -1.43 -1.78 0.293
H -0.328 2.869 -1.067 -0.09 -2.33 3.65 0.222
H 3.330 -0.664 1.558 -0.95 1.89 -3.44 0.120
H 1.302 -2.244 0.270 0.40 0.39 -0.71 0.413
H -3.064 -0.698 1.219 0.62 0.93 -1.84 0.157
O -0.564 -1.610 -0.066 0.45 2.79 -0.04 -0.312
S 2.900 0.155 -0.079 0.52 -0.87 3.57 -0.253
S -2.757 -0.041 -0.042 -1.64 -1.11 1.48 -0.324
```
Forces are in eV/Å.

ΔE to the lowest compared entry with this formula, charge and spin   4.624 eV
HOMO level   -8.68 eV
Total charge   0
LUMO energy   -0.02631 Ha

[5]
Computed, not measured: one molecule with the formula C5H7NO3S in a non-equilibrium geometry, with ωB97M-V/def2-TZVPD.

```
17
Properties=species:S:1:pos:R:3:forces:R:3:mulliken_charge:R:1
C -0.637 1.832 0.329 -1.83 0.88 1.67 -0.338
C -0.730 0.456 0.385 0.15 -1.17 -2.19 -0.051
C 0.658 0.007 -0.166 -0.04 -0.14 1.76 1.449
C 0.552 -1.043 -1.223 2.35 -2.56 1.05 -1.566
C 1.477 -0.342 1.071 2.01 1.09 -2.15 -1.594
N 0.477 2.248 -0.193 0.32 2.26 -0.03 -0.374
O -2.309 -1.748 -0.087 0.35 -0.70 0.04 -0.456
O -3.427 0.456 0.293 1.32 -0.51 -0.76 -0.470
O 1.239 1.253 -0.604 -0.07 -0.71 -0.77 -0.197
S -2.332 -0.331 -0.316 -0.74 1.72 1.71 0.794
H -1.377 2.538 0.792 0.92 -0.59 -1.00 0.427
H 1.457 -1.252 -1.915 -1.34 0.60 1.50 0.340
H -0.243 -0.717 -1.773 -2.04 0.28 -2.25 0.481
H 0.236 -2.012 -0.670 0.59 1.48 -1.16 0.312
H 2.440 -0.827 0.846 -0.07 0.69 -0.17 0.382
H 0.961 -1.049 1.541 -2.21 -2.93 2.40 0.493
H 1.560 0.531 1.690 0.32 0.31 0.34 0.366
```
Forces are in eV/Å.

ΔE to the lowest compared entry with this formula, charge and spin   0.654 eV
HOMO level (spin up / spin down)   -8.67 / -10.85 eV
⟨S²⟩   2.0394
Total charge   0
2S+1   3
LUMO energy (spin up / spin down)   0.02295 / -0.11060 Ha